1.
Below is C21H39Br2CaClCsF4KMgN3O15S as an isolated structure, with properties calculated with wB97M-V/def2-TZVPD.

Geometry as ORCA input:
```
! RIJCOSX wB97M-V def2-TZVPD def2/J DEFGRID3
* xyz 1 1
C -0.50902 -3.25691 -2.09378
C -1.12009 -2.03191 -1.60227
N -0.38865 -1.28034 -0.57566
C -0.29369 0.18109 -0.83099
C 0.71737 0.59377 -2.03063
O 1.52895 -0.52710 -2.49845
O 2.53943 -0.79255 -1.63843
C 0.09940 0.88787 0.63141
C -0.97998 0.21548 1.67878
O -2.36879 0.23258 1.17780
C -3.17914 -0.74150 1.79455
F -4.46760 -0.47197 1.38269
F -3.17721 -0.64265 3.21808
F -2.79766 -1.96953 1.32760
O 1.42746 0.52604 0.88416
C 2.20451 1.60286 1.60786
C 1.34213 2.34871 2.74952
C 2.20545 3.24885 3.74255
C 2.08933 2.62648 5.21853
S 3.25457 3.35037 6.45197
O 2.59097 4.30749 7.35278
O 3.69249 2.21698 7.29824
O 4.61294 3.94960 5.75525
C 3.32232 0.79852 2.39844
C 4.72797 1.47449 2.53739
C 5.18147 1.25135 4.06482
Br 6.17158 0.58552 1.46803
C 2.72927 2.59683 0.45894
C 3.76014 1.97661 -0.58198
F 3.26783 3.82151 0.92333
H -0.85470 -4.30132 -1.78746
H 0.41072 -3.21742 -2.79088
H -2.13810 -1.74345 -1.98550
H 0.53606 -1.70794 -0.33256
H -1.36208 0.51320 -1.19114
H 1.34337 1.52732 -1.80326
H 0.07346 0.87156 -2.93797
H 2.57800 -1.78328 -1.60574
H -0.09284 2.01637 0.45915
H -0.65402 -0.83204 1.98552
H -1.00999 0.81170 2.66921
H 0.51506 3.02852 2.33102
H 0.90103 1.50803 3.38439
H 1.70133 4.26657 3.82046
H 3.25863 3.45689 3.41999
H 2.16865 1.50214 5.20141
H 1.03780 2.86303 5.57768
H 5.28386 3.20366 5.81716
H 2.90938 0.62591 3.44568
H 3.46202 -0.23752 1.96996
H 4.78245 2.58328 2.37527
H 5.37068 0.14454 4.20864
H 6.16804 1.82151 4.23299
H 4.38832 1.55478 4.80155
H 1.80489 2.90130 -0.17229
H 3.95107 0.88670 -0.36406
H 3.41255 2.17258 -1.62612
H 4.78743 2.52613 -0.40344
Mg -0.82056 -5.30890 -0.22515
O 7.35267 2.01380 5.73350
H 7.53959 1.29637 6.33909
C 7.37832 3.80994 -0.92052
O 8.33262 4.23443 -1.56180
O 6.79672 4.40454 0.02056
O 6.81157 2.59945 -1.14507
Ca 0.91587 -1.33278 -4.05945
Br 5.19346 3.03855 -2.14116
Cl 2.10670 -1.52066 0.83669
C -4.74905 -5.03680 -3.34720
O -3.78622 -4.32785 -3.61233
N -4.98518 -5.50949 -2.09416
N -5.66097 -5.41049 -4.27932
H -5.76650 -6.09151 -1.85322
H -4.32852 -5.25155 -1.37706
H -5.51908 -5.07962 -5.21846
H -6.45630 -5.99022 -4.08265
C -7.57497 -1.54082 -3.95403
O -7.65577 -1.31495 -5.35876
C -8.35441 -2.24692 -6.02514
O -8.88796 -3.21092 -5.53906
O -8.35311 -1.91741 -7.32112
C -9.06638 -2.82827 -8.15957
H -6.98974 -0.73017 -3.51875
H -8.56893 -1.52874 -3.50386
H -7.06761 -2.48455 -3.74410
H -10.11908 -2.86824 -7.87668
H -8.61804 -3.82205 -8.11768
H -8.99666 -2.46013 -9.18201
Cs -1.36208 3.01899 -0.41007
K -1.65722 -0.64436 4.72836
*
```

Properties
Frontier orbital gap = 0.045 Eh
E_HOMO = -7.21 eV

2.
Below is C41H61F4N3O2PSi4Sn as an isolated structure, with properties calculated with wB97M-V/def2-TZVPD.

Geometry as ORCA input:
```
! RIJCOSX wB97M-V def2-TZVPD def2/J DEFGRID3
* xyz 1 1
Sn 0.22113 0.41591 0.42202
C 0.55188 -1.87791 2.94450
N 1.30842 -0.85604 2.21321
C 1.77497 0.16452 3.16045
C 2.44210 -1.45333 1.49683
C 1.94040 -2.53799 0.55139
N 0.57103 -2.18248 0.16527
C -0.13959 -2.95518 -0.56768
C -1.54737 -2.62613 -0.76115
F -1.98680 -1.52502 -0.12738
C -2.41310 -3.36071 -1.46547
F -3.67616 -2.96010 -1.57312
C -2.02319 -4.54692 -2.24653
C -0.66523 -5.13892 -1.89949
F -0.70746 -6.23102 -1.08009
C 0.38619 -4.10934 -1.39773
F 1.35171 -4.81394 -0.71117
H 1.16217 -2.31944 3.74076
H 0.21931 -2.66479 2.27306
H -0.32821 -1.42294 3.38164
H 2.47379 -0.26706 3.88638
H 0.91978 0.57676 3.69341
H 2.26499 0.96393 2.62208
H 3.18610 -1.88252 2.17791
H 2.92956 -0.65069 0.94311
H 1.92978 -3.49799 1.06029
H 2.61669 -2.62984 -0.30060
H -2.80329 -5.30688 -2.20611
O -0.04281 3.36892 -2.27335
N 0.17502 2.18548 -2.95830
C -0.25848 2.28153 -4.14110
C -0.19064 1.22223 -5.15244
C -0.52714 1.64312 -6.44213
C -0.44539 0.79567 -7.52954
C -0.03843 -0.51157 -7.33637
C 0.25559 -0.95767 -6.05853
C 0.19297 -0.11799 -4.94391
P 0.63584 -0.78348 -3.27047
C 0.19030 -2.55308 -3.42947
C -0.96815 -2.96341 -3.94674
C -1.46942 -4.35505 -3.73720
C -0.32629 -5.37029 -3.39377
C 1.03871 -4.84112 -3.55755
C 1.06088 -3.59808 -2.72984
C 2.46632 -0.84771 -3.35244
C 3.15785 -0.21583 -2.32192
C 4.54678 -0.24052 -2.27669
C 5.25425 -0.90583 -3.26547
C 4.57249 -1.54734 -4.29389
C 3.18782 -1.51829 -4.33952
H 0.44005 3.23592 -1.45408
H -0.69098 3.22953 -4.46158
H -0.85063 2.66699 -6.58489
H -0.69939 1.15435 -8.51797
H 0.04482 -1.18984 -8.17559
H 0.51869 -1.99747 -5.92647
H -1.64077 -2.25968 -4.42679
H -2.16644 -4.66767 -4.50858
H -0.51249 -6.37927 -3.74965
H 1.89632 -5.49319 -3.64789
H 2.05002 -3.21525 -2.49100
H 2.59510 0.30515 -1.55396
H 5.07355 0.25716 -1.47175
H 6.33559 -0.93058 -3.23480
H 5.12411 -2.07346 -5.06249
H 2.67231 -2.03138 -5.14214
C 2.80910 3.97966 -0.08900
C 2.83404 2.46986 -0.28570
C 4.14366 1.89808 0.24193
O 1.68482 1.88614 0.32598
H 3.67453 4.43126 -0.57660
H 2.83936 4.22773 0.97409
H 1.91059 4.42131 -0.52260
H 2.79653 2.27600 -1.36626
H 4.26010 2.12409 1.30354
H 4.98544 2.33932 -0.29450
H 4.18828 0.81773 0.10763
C -2.66896 -0.75947 4.16766
Si -1.92549 0.92713 4.55952
C -0.42656 0.76667 5.69099
C -3.15914 1.94391 5.55183
Si -1.69624 2.08439 2.49839
Si -0.64135 4.18063 2.78684
C -1.55324 5.00706 4.20929
C -0.75079 5.31417 1.30513
C 1.11584 3.82518 3.33271
Si -3.76197 2.05148 1.32962
C -4.91568 3.05438 2.42974
C -3.57775 2.90025 -0.32450
C -4.51437 0.35731 1.08056
H -2.46668 -1.48120 4.96368
H -2.28206 -1.16996 3.23165
H -3.75270 -0.67713 4.06521
H -0.78514 0.60092 6.71008
H 0.16862 1.68262 5.69919
H 0.23477 -0.05946 5.44692
H -3.58355 1.33358 6.35449
H -3.98396 2.31518 4.94365
H -2.67357 2.80448 6.01454
H -2.63023 5.05176 4.03320
H -1.19646 6.03336 4.33524
H -1.38916 4.48045 5.15101
H -1.79549 5.54873 1.08788
H -0.31328 4.87539 0.40572
H -0.23370 6.25425 1.51110
H 1.11119 3.34142 4.31274
H 1.70509 4.74216 3.41736
H 1.61164 3.15972 2.62418
H -4.43172 3.94581 2.83514
H -5.27221 2.45481 3.26939
H -5.79225 3.38323 1.86488
H -2.88495 3.74129 -0.27771
H -4.54361 3.27026 -0.67655
H -3.19837 2.19593 -1.06723
H -4.73699 -0.13125 2.03054
H -3.85985 -0.30172 0.51179
H -5.45201 0.45088 0.52588
*
```

Properties
Relative energy (zero: lowest compared OMol25 entry of this formula, charge and spin) = 277.1 kJ/mol
Frontier orbital gap (spin up / spin down) = 0.239 / 0.227 Eh
E_HOMO (spin up / spin down) = -10.51 / -9.24 eV

3.
Below is a 2-piece molecular cluster, C9H13NO2 overall, with properties calculated with wB97M-V/def2-TZVPD.

Geometry as ORCA input:
```
! RIJCOSX wB97M-V def2-TZVPD def2/J DEFGRID3
* xyz -1 2
C 4.46515 -0.51548 -0.54890
C 0.26238 -1.65044 -0.61508
C 1.22548 -2.62744 -0.70247
C 0.61951 -0.31835 -0.51192
C 2.63681 -2.23306 -0.66892
C 2.00656 0.07315 -0.49756
C 2.99367 -0.90740 -0.51926
O -1.10579 -1.89138 -0.68595
H -1.29261 -2.68498 -1.20740
H 1.04158 -3.67998 -0.86296
H -0.14948 0.43910 -0.53027
H 3.26668 -3.10526 -0.76452
H 2.24144 1.08017 -0.18945
H 4.77595 -0.54892 -1.59353
H 5.10597 -1.18807 -0.00572
H 4.56514 0.49539 -0.15208
C -1.95663 2.72794 0.36656
C -3.17830 2.40377 1.16384
O -3.73612 3.22223 1.88203
N -3.56771 1.09266 1.13410
H -4.39423 0.88919 1.66465
H -2.97011 0.43770 0.64277
H -1.72880 2.10299 -0.49973
H -1.10981 2.55496 1.05059
H -1.92379 3.75795 0.05620
*
```

Properties
Relative energy (zero: lowest compared OMol25 entry of this formula, charge and spin) = 48.8 kJ/mol
Frontier orbital gap (spin up / spin down) = 0.102 / 0.257 Eh
E_HOMO (spin up / spin down) = 0.56 / -3.74 eV

4.
Below is a 2-piece molecular cluster, C4H14N2O2 overall, with properties calculated with wB97M-V/def2-TZVPD.

Geometry as ORCA input:
```
! RIJCOSX wB97M-V def2-TZVPD def2/J DEFGRID3
* xyz 0 1
N -0.37093 0.60078 -2.43765
C 0.33621 1.59856 -1.62948
C -0.30342 1.86056 -0.24323
N -0.28024 0.71161 0.65064
C 1.08024 0.18857 0.89522
C 1.05627 -0.76640 2.06505
O 0.82524 -2.10318 1.63915
H -0.46438 0.85339 -3.41302
H 0.08086 -0.29822 -2.31973
H 0.39024 2.52377 -2.20018
H 1.40256 1.38167 -1.51136
H 0.17881 2.75545 0.15233
H -1.36298 2.06479 -0.40407
H -0.85344 -0.05311 0.27953
H 1.54217 -0.31610 0.03719
H 1.69251 1.06954 1.12430
H 2.04832 -0.78335 2.52782
H 0.32464 -0.42748 2.80100
H -0.08538 -2.23787 1.45374
O -1.92764 -1.62847 -0.43996
H -1.67220 -1.53191 -1.36844
H -2.87443 -1.78834 -0.46809
*
```

Properties
Relative energy (zero: lowest compared OMol25 entry of this formula, charge and spin) = 100.6 kJ/mol
Frontier orbital gap = 0.333 Eh
E_HOMO = -8.42 eV
Structure (SMILES) = NCCNCCO.O

5.
Below is a 3-piece molecular cluster, C5H11N2 overall, with properties calculated with wB97M-V/def2-TZVPD.

Geometry as ORCA input:
```
! RIJCOSX wB97M-V def2-TZVPD def2/J DEFGRID3
* xyz 1 3
C -2.14303 0.21065 0.80760
C 0.38099 1.70814 -1.55310
C 0.92208 -1.45821 1.48866
C 0.27392 0.81070 -0.33838
C 0.40990 -1.62354 0.18602
N -2.28061 -0.95463 0.64501
N 0.33366 -0.62794 -0.64576
H -2.15255 1.28219 0.88797
H 0.35632 1.26447 -2.55297
H -0.51194 2.48143 -1.74587
H 1.25304 2.36672 -1.36123
H 1.37742 -2.42247 1.91290
H 1.81964 -0.80473 1.31344
H 0.11187 -1.15212 2.04420
H -1.05097 1.31122 0.23041
H 0.80895 1.02843 0.50664
H 0.05975 -2.55195 -0.15664
H 0.03157 -0.86837 -1.66892
*
```

Properties
Relative energy (zero: lowest compared OMol25 entry of this formula, charge and spin) = 481.2 kJ/mol
Frontier orbital gap (spin up / spin down) = 0.247 / 0.285 Eh
E_HOMO (spin up / spin down) = -10.58 / -16.24 eV

6.
Below is an isolated ion of composition C4H11IN3 and charge +1, with properties calculated with wB97M-V/def2-TZVPD.

Geometry as ORCA input:
```
! RIJCOSX wB97M-V def2-TZVPD def2/J DEFGRID3
* xyz 1 1
N -0.97767 1.86406 -1.04471
N -1.66506 0.84082 -0.17301
C -0.75335 0.12973 0.65972
C 0.52477 0.81824 1.32088
C 1.32629 -0.35076 0.75259
I 3.34333 -0.01548 0.03264
C 0.39345 -0.65354 -0.34461
N 0.24743 -2.05923 -0.76778
H -1.51710 2.71997 -1.16101
H -1.23000 1.47613 -1.96536
H -2.31973 1.40599 0.37619
H -1.28002 -0.53703 1.39882
H 0.78087 1.81278 0.92473
H 0.58645 0.75343 2.39130
H 1.27098 -1.20702 1.44787
H 0.59837 0.17929 -1.20839
H 1.06194 -2.34073 -1.30540
H -0.51062 -2.21344 -1.44037
H 0.11967 -2.62322 0.10590
*
```

Properties
Relative energy (zero: lowest compared OMol25 entry of this formula, charge and spin) = 240.5 kJ/mol
Frontier orbital gap = 0.334 Eh
E_HOMO = -12.73 eV
Structure (SMILES) = NN[C@@H]1C[C@H](I)[C@H]1[NH3+]

| no. | E (Ha) |
| --- | --- |
| 1 | -10018.85618 |
| 2 | -4026.43919 |
| 3 | -555.95362 |
| 4 | -420.76680 |
| 5 | -306.05533 |
| 6 | -620.62594 |